The following is a DFT calculation (wB97M-V/def2-TZVPD) of a molecular structure, C12H21N2O8Pt.

```
44
Properties=species:S:1:pos:R:3:forces:R:3
Pt -0.04889 0.29160 0.39891 0.3 -2.6 1.2
O 1.68338 2.72381 -0.04062 0.1 0.1 0.0
C 2.75390 2.53156 -0.93098 0.0 0.0 0.0
C 3.92317 1.95254 -0.14690 -0.5 0.4 0.0
N 3.74745 0.52630 0.21987 0.0 -0.8 0.1
C 3.77986 -0.36288 -0.71261 2.2 1.3 0.3
C 1.65838 -1.61387 -1.03062 -1.8 -1.3 -1.0
O 1.91006 -1.85333 -2.12760 0.7 0.4 0.0
O 1.18800 -1.54129 0.03750 0.7 0.7 0.8
C 3.69598 0.19804 1.64242 -0.6 0.4 0.2
C 2.38648 0.75947 2.52874 1.2 0.0 -0.7
O 2.79460 1.17409 3.58573 -0.6 -0.1 0.0
O 1.24102 0.60940 2.04773 -0.6 0.3 -0.1
H 0.98293 3.22209 -0.48019 0.0 -0.2 0.0
H 3.09098 3.47798 -1.36826 0.0 -0.1 0.0
H 2.46896 1.85118 -1.74649 0.1 0.1 0.0
H 4.04401 2.50510 0.78366 0.0 0.0 0.0
H 4.84034 2.01440 -0.73378 -0.1 0.0 0.1
H 4.21074 -1.33465 -0.49431 -1.0 -0.4 0.3
H 3.90783 0.00123 -1.72780 -0.4 -0.1 0.0
H 4.49198 0.71870 2.17002 0.2 -0.2 -0.3
H 3.71881 -0.88095 1.79431 0.1 0.1 -0.2
C -2.91575 3.05567 -0.30577 -0.1 -0.1 0.2
C -1.76402 2.10563 -0.31684 0.2 -0.1 0.4
O -1.46208 1.52002 0.83760 -0.3 1.0 -0.4
O -1.08626 1.85310 -1.30017 -0.2 0.5 -0.6
H -3.40646 3.07869 0.66226 0.0 0.0 0.0
H -3.62150 2.76238 -1.07840 0.0 0.0 -0.1
H -2.54888 4.05014 -0.54932 0.0 0.1 0.0
C -2.83876 -2.70777 -1.96002 0.1 0.0 -0.3
N -3.08897 -2.53804 -0.53652 0.2 0.3 0.1
C -4.16739 -3.28475 0.09117 -0.2 -0.2 0.2
C -2.35159 -1.64591 0.11574 -0.1 0.0 0.2
C -2.50663 -1.43096 1.58863 0.0 -0.1 0.0
O -1.49480 -0.99866 -0.54367 0.4 0.6 -0.3
H -3.47652 -3.49983 -2.33676 0.0 0.0 0.0
H -1.79421 -2.97197 -2.13114 -0.1 0.0 0.0
H -3.04576 -1.78245 -2.49861 0.0 0.0 0.0
H -4.69207 -3.84025 -0.68100 0.0 0.0 0.1
H -4.88351 -2.61626 0.57088 0.0 -0.1 0.0
H -3.78512 -3.99578 0.82535 0.0 0.0 0.0
H -3.32625 -1.98679 2.02950 0.0 0.0 0.0
H -2.63943 -0.36587 1.77522 0.0 0.0 0.0
H -1.57400 -1.73089 2.07312 0.0 0.0 0.0
```
Forces are in eV/Å.

Summary:
Energy relative to the best compared isomer or geometry (same formula, charge and spin) = 1.669 eV
HOMO-LUMO gap = 6.51 eV
DFT total energy = -35383.122 eV
LUMO energy = -4.985 eV
E_HOMO = -0.4226 Eh
Charge = +1

Atom charges from the Mulliken analysis, given in e for atoms 1 to 8: atom 1 (Pt): 1.801, atom 2 (O): -0.468, atom 3 (C): -0.278, atom 4 (C): -0.941, atom 5 (N): 0.297, atom 6 (C): -0.786, atom 7 (C): 0.960, atom 8 (O): -0.337